{
  "formula": "C5H10N2O",
  "method": "ωB97M-V/def2-TZVPD",
  "elements": ["C", "C", "C", "C", "N", "C", "O", "N", "H", "H", "H", "H", "H", "H", "H", "H", "H", "H"],
  "coordinates": [[-2.11719, 0.62893, -0.67527], [-0.25087, -1.67351, 0.32990], [1.80516, -0.01816, -0.02078], [0.17580, -0.31631, -0.10185], [2.26137, 1.11051, 0.59329], [-0.48856, 0.73370, -0.53072], [-2.74258, 1.08148, 0.50363], [2.69389, -0.90292, -0.31803], [-2.45490, 1.99382, 0.66157], [1.63252, 1.56678, 1.23859], [3.22833, 1.01508, 0.89047], [2.27174, -1.72614, -0.75071], [-2.45716, -0.38422, -0.88998], [-2.40260, 1.26203, -1.51990], [-0.08452, 1.71064, -0.76144], [0.34687, -2.00028, 1.18691], [-0.11981, -2.39492, -0.48176], [-1.29749, -1.68649, 0.64608]],
  "forces_ev_per_angstrom": [[2.503, 0.832, -0.176], [-0.249, -0.109, 0.074], [-1.197, -2.856, 0.596], [4.303, 1.774, 0.146], [-0.470, 0.733, 0.126], [-4.207, -0.719, -0.316], [-0.150, 0.240, 0.317], [-0.852, 0.275, -0.392], [-0.156, -0.380, -0.019], [0.170, -0.036, -0.106], [-0.328, 0.165, -0.114], [0.058, 0.246, 0.052], [0.178, 0.055, 0.234], [-0.045, -0.073, -0.111], [0.352, -0.179, -0.031], [-0.010, 0.029, -0.224], [0.001, -0.040, 0.124], [0.101, 0.043, -0.182]],
  "total_energy_ev": -10373.5030,
  "charge": 0,
  "relative_energy_ev": 1.802,
  "spin_multiplicity": 1,
  "homo_lumo_gap_ev": 9.84,
  "smiles": "[H]/N=C(N)\\C(C)=C\\CO",
  "lumo_ev": 0.70,
  "e_homo_ev": -9.1336
}

---

{
  "formula": "C28H50O19",
  "method": "ωB97M-V/def2-TZVPD",
  "elements": ["C", "O", "C", "O", "O", "C", "H", "H", "H", "H", "H", "H", "C", "O", "C", "O", "O", "C", "H", "H", "H", "H", "H", "H", "C", "O", "C", "O", "O", "C", "H", "H", "H", "H", "H", "H", "C", "O", "C", "O", "O", "C", "H", "H", "H", "H", "H", "H", "C", "C", "C", "O", "C", "H", "H", "H", "H", "H", "H", "H", "H", "O", "C", "O", "C", "C", "C", "H", "H", "H", "H", "H", "H", "O", "C", "O", "C", "C", "C", "H", "H", "H", "H", "H", "H", "O", "C", "O", "C", "C", "C", "H", "H", "H", "H", "H", "H"],
  "coordinates": [[-4.44067, -0.34317, -3.17277], [-4.03523, -0.03839, -1.86123], [-4.86321, -0.25014, -0.76927], [-5.96786, -0.71410, -0.67932], [-4.05106, -0.10516, 0.26520], [-4.25028, -0.66143, 1.59840], [-3.52577, -0.58633, -3.71307], [-4.67039, 0.60148, -3.66568], [-5.10837, -1.19764, -3.28300], [-5.23377, -0.27964, 1.87243], [-3.48639, -0.37136, 2.31981], [-4.38971, -1.73917, 1.51391], [4.64433, -1.95090, -2.02393], [4.57745, -1.27384, -3.31681], [5.46255, -0.17441, -3.43982], [6.31096, 0.16850, -2.62591], [5.09284, 0.47687, -4.52183], [4.11068, 0.14647, -5.52644], [3.85714, -2.66106, -1.77075], [4.75966, -1.19094, -1.25111], [5.61550, -2.43919, -2.10455], [3.48826, 0.98970, -5.82585], [3.34359, -0.44916, -5.03156], [4.46879, -0.49304, -6.33321], [-1.79394, -0.72873, 4.48558], [-1.21535, -1.83186, 5.26595], [-1.55619, -1.96665, 6.54918], [-2.10325, -1.15921, 7.26815], [-1.17595, -3.15405, 6.95350], [-1.29862, -3.51085, 8.26762], [-2.78648, -0.85400, 4.05283], [-1.14871, -0.55032, 3.62538], [-1.91389, 0.20785, 5.03012], [-2.30041, -3.94027, 8.27893], [-1.12429, -2.69177, 8.96535], [-0.59654, -4.33171, 8.41383], [4.15251, -1.56666, 2.15720], [3.17611, -0.63373, 2.57424], [3.37139, 0.65875, 2.34978], [4.30810, 1.24832, 1.85120], [2.33474, 1.34811, 2.94908], [1.96442, 2.70273, 2.61255], [3.82810, -2.60724, 2.15157], [4.94182, -1.40713, 2.89180], [4.47306, -1.41529, 1.12646], [0.88656, 2.84112, 2.52795], [2.24416, 2.84037, 1.56808], [2.34744, 3.50959, 3.23734], [0.88271, -0.63128, -0.21027], [-0.60168, -0.41110, -0.13631], [-0.71761, 0.56213, -1.32223], [0.31797, 0.25921, -2.30458], [1.17515, -0.71987, -1.71742], [1.42122, -1.37691, 0.37466], [1.23723, 0.26415, 0.30021], [-1.06823, 0.05665, 0.73066], [-1.05428, -1.40259, -0.15107], [-0.48868, 1.54022, -0.89907], [-1.71771, 0.37369, -1.71258], [2.22108, -0.57778, -1.98934], [1.03912, -1.71762, -2.13464], [0.44458, -4.82955, 0.07557], [-0.36734, -4.63651, -0.84108], [0.01840, -4.34841, -2.03596], [-1.12078, -3.82974, -2.85870], [-2.22692, -3.68153, -1.85991], [-1.86255, -4.67621, -0.70782], [-1.30893, -4.57605, -3.63054], [-0.73728, -2.89184, -3.26039], [-3.18653, -3.93888, -2.30826], [-2.24452, -2.62636, -1.58714], [-2.17613, -5.68755, -0.96659], [-2.39613, -4.66323, 0.24256], [4.50674, 5.50454, -2.63823], [3.69771, 4.69036, -2.24407], [2.45968, 5.08327, -1.85052], [1.70858, 3.93645, -1.45740], [2.53757, 2.77725, -2.05060], [3.99292, 3.26696, -2.05014], [0.66837, 3.98412, -1.77956], [1.56286, 3.74420, -0.39443], [2.10584, 2.48141, -3.00673], [2.43186, 1.88774, -1.42955], [4.67877, 2.72711, -2.70303], [4.54780, 3.25633, -1.11200], [-2.29972, 2.30478, 2.30061], [-2.77903, 2.93543, 1.33645], [-1.93182, 3.60065, 0.44927], [-2.59115, 4.03774, -0.72631], [-3.99079, 3.84386, -0.42541], [-4.18669, 3.14964, 0.88723], [-2.39082, 3.33455, -1.53469], [-2.38902, 5.01727, -1.15963], [-4.44870, 3.28724, -1.24308], [-4.62225, 4.72848, -0.50770], [-4.82338, 2.26528, 0.86216], [-4.65136, 3.85096, 1.58030]],
  "forces_ev_per_angstrom": [[0.788, 0.453, -1.010], [-1.137, -0.015, 1.696], [1.123, -2.136, 0.327], [0.008, 0.710, -1.111], [2.193, 0.892, 0.805], [-2.293, 0.122, -1.203], [0.266, -0.443, 0.264], [-1.136, -0.229, -0.042], [-0.414, 0.503, 0.234], [0.082, -0.012, 0.686], [0.089, 0.250, -0.857], [0.419, -0.055, 0.012], [2.044, 0.734, -0.430], [0.387, 0.752, 0.861], [-1.402, -1.390, 1.609], [-1.867, -0.825, -2.143], [1.175, 1.761, -1.235], [-1.494, -1.546, 1.603], [-0.252, 0.317, -0.841], [-0.255, -0.039, 0.090], [-0.155, -0.530, 0.652], [1.128, 0.578, -0.195], [0.070, -0.361, 0.073], [0.535, 0.575, 0.009], [0.328, 0.548, 0.181], [-0.973, 0.812, -1.098], [-0.650, 1.124, 0.685], [0.114, -0.045, -0.715], [1.573, 0.098, -2.723], [-0.737, -1.100, 1.115], [-0.116, -1.163, 0.537], [0.344, -0.214, 0.347], [0.543, -0.231, 0.453], [-0.168, 0.109, 1.180], [-0.234, -0.094, -0.050], [0.071, 0.176, 0.209], [1.262, 0.176, -0.049], [-1.472, 0.180, -0.391], [0.055, 2.770, 0.784], [-0.715, -1.421, -0.172], [-0.551, -0.918, 0.294], [0.353, -0.311, -1.769], [-0.740, 0.338, 0.652], [0.571, -0.537, -0.526], [0.243, 0.568, 0.139], [-0.219, -0.770, 0.738], [0.630, 0.422, 0.065], [0.469, -0.545, 0.180], [1.415, 0.425, 0.984], [0.111, -0.894, -0.165], [-0.190, -1.360, 0.063], [-0.629, -0.366, 0.515], [0.356, 0.325, 0.698], [-0.720, -0.697, -0.063], [0.886, 0.593, -0.736], [0.660, 0.199, 0.308], [-0.689, 0.068, -0.928], [-0.534, 0.310, -0.348], [0.103, 0.960, -0.534], [0.123, 0.847, 0.147], [-0.840, -0.338, 0.160], [-1.525, 0.193, -1.860], [1.559, -0.896, 5.095], [-0.161, 0.901, -2.572], [1.541, -0.928, 0.564], [-1.228, -0.195, 0.427], [-0.666, 0.090, -1.503], [0.059, 0.150, -0.050], [-0.279, -0.131, -0.205], [-0.056, 0.170, 0.011], [-0.232, -0.136, 0.601], [0.195, -0.248, -0.820], [0.784, 1.166, 0.285], [-1.018, -0.321, 0.247], [2.610, 2.796, -1.200], [-0.221, -0.283, 0.455], [0.183, -1.424, -0.265], [-0.667, -1.595, 1.222], [-1.405, -0.717, 0.119], [0.198, 0.235, -0.764], [0.765, 0.838, 0.467], [0.577, 0.216, -0.335], [-0.168, -0.085, 0.067], [-0.268, 0.667, -0.611], [-0.573, -0.414, 0.622], [-1.663, 1.999, -3.052], [2.603, -1.536, 1.886], [0.677, -0.233, 1.275], [0.731, -0.943, -1.024], [-4.534, 0.294, -1.604], [-0.137, 0.391, 0.559], [0.827, -0.101, 0.039], [0.695, 0.240, 0.999], [0.018, -0.528, 0.045], [0.363, 0.477, 0.488], [0.434, -0.074, 0.058], [0.046, -0.141, 0.315]],
  "total_energy_ev": -68744.5983,
  "charge": 0,
  "spin_multiplicity": 1,
  "homo_lumo_gap_ev": 9.73,
  "smiles": "COC(=O)OC.COC(=O)OC.COC(=O)OC.COC(=O)OC.O=C1CCCO1.O=C1CCCO1.O=C1CCCO1.C1CCOC1",
  "lumo_ev": 0.13,
  "e_homo_ev": -9.6006
}

---

{
  "formula": "C19H20Cl2F17N3O7S2",
  "method": "ωB97M-V/def2-TZVPD",
  "elements": ["C", "C", "Cl", "C", "Cl", "C", "S", "O", "O", "F", "N", "C", "N", "N", "C", "C", "O", "C", "S", "C", "O", "O", "H", "H", "H", "H", "H", "H", "H", "H", "H", "H", "H", "H", "C", "C", "C", "F", "F", "F", "F", "O", "C", "C", "F", "F", "F", "F", "H", "H", "H", "H", "C", "C", "C", "F", "F", "F", "F", "O", "C", "C", "F", "F", "F", "F", "H", "H", "H", "H"],
  "coordinates": [[0.18907, -0.67824, -2.82457], [0.89754, -0.46367, -1.47108], [1.39650, -2.05524, -0.83017], [-0.01724, 0.32788, -0.50074], [-1.09084, -0.72847, 0.44450], [0.76213, 1.32944, 0.38724], [2.17718, 0.61552, 1.35514], [2.77530, 1.70771, 2.04536], [1.59149, -0.44496, 2.11552], [3.20214, -0.02483, 0.41961], [-0.10760, 1.72651, 1.52198], [0.19534, 3.01494, 1.82617], [0.05446, 3.50887, 3.04750], [0.65968, 3.69827, 0.78607], [0.13653, 5.01600, 0.49379], [-1.37356, 5.05659, 0.33834], [-2.06110, 4.09098, 0.10393], [1.03597, 2.71905, -0.27550], [0.25458, 2.89957, -1.89562], [2.58187, 2.99354, -0.59274], [3.12056, 2.04372, -1.14935], [2.94073, 4.11091, -0.31301], [-0.68342, -0.04040, -2.94371], [-0.13481, -1.71497, -2.91718], [0.90029, -0.50829, -3.63160], [1.81208, 0.10819, -1.62943], [-0.70087, 0.88574, -1.13222], [-0.05636, 1.11046, 2.32963], [0.45123, 4.39859, 3.29438], [-0.38771, 2.96021, 3.76522], [0.67000, 5.43136, -0.36279], [0.38024, 5.69492, 1.31932], [-1.83672, 6.04847, 0.51387], [0.80301, 4.08980, -2.15623], [-3.93889, 1.12918, -6.21904], [-2.55280, 0.82403, -5.63302], [-1.58458, -0.01619, -6.47267], [-2.07186, -1.25235, -6.68678], [-0.41836, -0.13365, -5.79816], [-2.68172, 0.28456, -4.40250], [-1.93348, 2.03328, -5.48863], [-5.02334, 0.33574, -5.77939], [-5.37585, -0.83712, -6.38795], [-5.28494, -2.02871, -5.42374], [-4.02707, -2.16732, -4.96575], [-5.62524, -3.15220, -6.09215], [-4.67676, -1.06048, -7.51461], [-6.67887, -0.73441, -6.73964], [-4.17362, 2.12470, -5.84574], [-3.90156, 1.20310, -7.30644], [-1.38680, 0.46751, -7.43288], [-5.96393, -1.88101, -4.58208], [3.86649, -3.18394, 6.47639], [2.82189, -3.32064, 7.59371], [2.17712, -4.69309, 7.81383], [1.47287, -5.07945, 6.73483], [1.32737, -4.60429, 8.86277], [1.86319, -2.38240, 7.45281], [3.48738, -3.05685, 8.75895], [3.44556, -2.63262, 5.24693], [2.93342, -3.39547, 4.23039], [1.50269, -2.97924, 3.87454], [0.69104, -3.13218, 4.94662], [1.04937, -3.78406, 2.88765], [3.02184, -4.71422, 4.49154], [3.68390, -3.15663, 3.13158], [4.57513, -2.45331, 6.86363], [4.41994, -4.11365, 6.33854], [2.93880, -5.44358, 8.04119], [1.48397, -1.94121, 3.54363]],
  "forces_ev_per_angstrom": [[0.380, -0.438, 0.159], [-0.581, 0.023, -0.560], [0.201, 0.009, 0.082], [0.807, -0.600, -0.075], [-0.112, -0.011, 0.022], [-1.393, 0.222, -0.165], [-0.015, 0.279, 0.299], [0.082, -0.096, -0.219], [0.124, 0.141, -0.177], [-0.019, -0.018, 0.068], [1.122, 0.374, 0.828], [-0.017, 0.103, -0.513], [-0.479, 0.052, 0.006], [-1.156, -0.929, -0.153], [0.457, 0.394, 0.584], [-0.611, -0.676, -0.249], [0.543, 0.646, 0.400], [1.181, 0.194, 0.047], [-0.746, 0.068, 0.075], [-0.570, -1.068, -0.393], [0.304, -0.830, -0.192], [0.505, 1.967, 0.444], [0.111, 0.129, -0.097], [-0.137, 0.084, 0.061], [-0.133, 0.144, -0.014], [-0.029, 0.098, 0.127], [0.004, 0.265, 0.246], [-0.313, -0.357, -0.281], [-0.026, 0.012, -0.064], [0.069, 0.045, 0.041], [-0.081, -0.069, -0.014], [0.113, -0.014, -0.080], [0.136, 0.008, -0.213], [0.327, -0.039, -0.054], [-0.235, 0.432, -0.276], [-0.153, -0.181, 0.229], [0.129, 0.060, -0.077], [-0.081, -0.028, 0.034], [-0.052, 0.007, -0.035], [0.014, -0.012, -0.034], [0.021, 0.053, -0.072], [0.320, -0.326, 0.313], [-0.098, 0.204, -0.142], [-0.037, -0.014, 0.047], [0.052, 0.005, -0.036], [-0.004, 0.005, 0.009], [0.060, -0.015, 0.044], [-0.024, 0.001, -0.059], [-0.010, -0.009, 0.027], [0.104, -0.172, -0.008], [-0.025, 0.007, -0.001], [-0.011, 0.005, -0.010], [0.573, -0.006, -0.036], [-0.200, 0.203, -0.186], [0.047, -0.033, 0.117], [-0.009, 0.023, -0.072], [-0.006, -0.010, -0.006], [0.003, -0.034, 0.005], [0.069, -0.062, 0.025], [-0.551, 0.056, 0.165], [0.315, -0.040, -0.024], [-0.135, 0.055, -0.008], [0.033, -0.043, 0.041], [0.030, 0.014, -0.001], [-0.068, 0.022, 0.056], [0.036, -0.047, -0.027], [-0.012, 0.020, -0.008], [-0.170, -0.101, 0.006], [0.003, -0.001, -0.021], [0.027, -0.149, 0.043]],
  "total_energy_ev": -131741.5346,
  "charge": 0,
  "spin_multiplicity": 1,
  "homo_lumo_gap_ev": 8.43,
  "lumo_ev": -0.25,
  "e_homo_ev": -8.6793
}